Computed, not measured: a structure of composition C2H4MgO2Rb, with ωB97M-V/def2-TZVPD.

The spin multiplicity is 1. The highest occupied orbital energy comes out at -0.0889 Eh. The LUMO energy is 1.71 eV. The calculation puts the HOMO-LUMO gap at 4.1275 eV. As for the charge: -1.

CARTESIAN COORDINATES (ANGSTROEM)
O1 -1.0658 2.4310 0.5321
H1 -1.3725 2.8531 -0.2685
C1 -0.6809 -0.4906 -0.9624
C2 -0.0950 -1.2640 -0.0053
O2 0.9867 -0.9367 0.7087
H2 -0.0932 0.2634 -1.5006
H3 -1.5775 -0.8567 -1.4664
H4 -0.4635 -2.2874 0.1664
Mg1 3.0145 -1.7456 0.7452
Rb1 1.3473 2.0336 2.0508

=====

Computed, not measured: the molecule C2H4N2, with ωB97M-V/def2-TZVPD.

The spin multiplicity is 1. The highest occupied orbital energy (spin up / spin down) comes out at -0.3029 / -0.2903 Eh. The LUMO energy (spin up / spin down) is -0.37 / -0.61 eV. The calculation puts the HOMO-LUMO gap (spin up / spin down) at 7.8736 / 7.2882 eV.

CARTESIAN COORDINATES (ANGSTROEM)
C1 -0.0457 0.8892 1.3998
C2 0.2091 0.2428 0.2745
N1 -0.4567 -0.7312 -0.3371
N2 0.0002 -0.8854 -1.5501
H1 -1.0456 0.9469 1.8118
H2 0.7309 1.4351 1.9155
H3 -0.1965 -1.7925 -1.9683
H4 0.8042 -0.1048 -1.5460

=====

Computed, not measured: a cluster of 2 separate species, C2H4N2 in total, with ωB97M-V/def2-TZVPD.

The spin multiplicity is 1. The highest occupied orbital energy (spin up / spin down) comes out at -0.3072 / -0.3128 Eh. The LUMO energy (spin up / spin down) is 0.47 / 0.50 eV. The calculation puts the HOMO-LUMO gap (spin up / spin down) at 8.8315 / 9.0089 eV.

CARTESIAN COORDINATES (ANGSTROEM)
C1 -1.1513 0.0266 -0.1990
C2 -0.1573 0.8559 0.1416
N1 2.9928 -0.1419 0.1294
N2 2.1024 0.5749 -0.2163
H1 -1.1058 -0.8908 -0.7062
H2 -2.1893 0.2599 -0.0709
H3 -0.1821 1.8680 0.6996
H4 2.8060 -0.7397 0.9433

=====

Computed, not measured: the molecule C2H4N2, with ωB97M-V/def2-TZVPD.

The spin multiplicity is 1. The highest occupied orbital energy comes out at -0.3713 Eh. The LUMO energy is 0.64 eV. The calculation puts the HOMO-LUMO gap at 10.7450 eV.

CARTESIAN COORDINATES (ANGSTROEM)
C1 -0.8033 -0.0753 -0.2905
C2 0.4765 0.0843 0.4906
N1 1.6250 -0.7629 0.0856
N2 1.6075 0.4064 -0.2975
H1 -1.4781 0.7453 -0.1469
H2 -1.4575 -0.9431 -0.1046
H3 -0.3847 0.0625 -1.3051
H4 0.4147 0.4828 1.5684

=====

Number 1: F_max 1.612 eV/A. Number 2: F_max 3.685 eV/A. Number 3: F_max 2.326 eV/A. Number 4: F_max 3.033 eV/A.